Entry from the OMol25 dataset: 2 unconnected molecules or ions with the total composition C14H16O at a distorted geometry (ωB97M-V with the def2-TZVPD basis set).

SMILES string: Cc1ccc(O)cc1.Cc1ccccc1
Energy in eV: -16823.9409
Frontier orbital gap in eV: 9.436
ΔE to the lowest compared entry with this formula, charge and spin in kJ/mol: 124.88
Charge: 0

Each line ends with the Mulliken charge.
Element x y z (Å)
C (1.5419, -2.6516, -1.9314)  -1.32
C (0.5584, -2.4692, -0.7839)  0.81
C (-0.7508, -2.8731, -0.9630)  -0.65
C (-1.7456, -2.6202, 0.0249)  -0.43
C (-1.2978, -2.4384, 1.3208)  0.17
O (-2.1835, -2.3774, 2.3827)  -0.57
C (0.0586, -2.2533, 1.5356)  -0.29
C (0.9928, -2.1399, 0.5188)  -0.46
H (0.9846, -2.8075, -2.8524)  0.34
H (2.0674, -3.5802, -1.7016)  0.34
H (2.0734, -1.7022, -1.9849)  0.24
H (-1.0312, -3.2833, -1.9236)  0.32
H (-2.7706, -2.7787, -0.2774)  0.44
H (-2.4493, -1.4663, 2.5280)  0.33
H (0.4917, -2.1574, 2.5278)  0.35
H (1.9460, -1.7340, 0.8283)  0.38
C (-1.1248, 4.3008, 0.8713)  -1.39
C (-0.3005, 3.1082, 0.4866)  0.69
C (-0.8325, 2.2418, -0.4587)  -0.44
C (-0.0860, 1.3029, -1.1724)  -0.47
C (1.2715, 1.1905, -0.9358)  -0.37
C (1.8147, 1.9897, 0.0679)  -0.50
C (1.0505, 2.8673, 0.8133)  -0.35
H (-1.9347, 4.4523, 0.1686)  0.34
H (-0.5972, 5.1569, 1.2830)  0.35
H (-1.6316, 3.9464, 1.7957)  0.32
H (-1.8831, 2.3801, -0.7016)  0.29
H (-0.5685, 0.7577, -1.9732)  0.40
H (1.9065, 0.5065, -1.4821)  0.42
H (2.8374, 1.7832, 0.3679)  0.35
H (1.5923, 3.3486, 1.6205)  0.36

---

Entry from the OMol25 dataset: a gas-phase ion, C4H10NO2 (charge +1) (ωB97M-V with the def2-TZVPD basis set).

SMILES string: [NH3+][C@H](C=O)CCO
Energy in eV: -9887.4908
Frontier orbital gap in eV: 10.777
ΔE to the lowest compared entry with this formula, charge and spin in kJ/mol: 202.34
Charge: +1

Each line ends with the Mulliken charge.
Element x y z (Å)
N (-0.9771, 0.4407, -1.2392)  -0.26
C (0.3005, -0.0597, -0.6147)  -0.23
C (0.7908, -1.1370, -1.5670)  -0.11
O (0.1372, -1.4933, -2.5042)  -0.46
C (0.0839, -0.6017, 0.7913)  -0.73
C (0.2507, 0.4019, 1.9593)  -0.37
O (-0.1436, 1.7383, 1.7121)  -0.48
H (-1.1840, -0.1518, -2.0637)  0.37
H (-1.7852, 0.3622, -0.6060)  0.37
H (-0.9548, 1.4068, -1.5676)  0.37
H (1.0323, 0.7432, -0.6478)  0.41
H (1.7772, -1.5401, -1.3062)  0.40
H (0.8573, -1.3560, 0.9695)  0.34
H (-0.8578, -1.1433, 0.8391)  0.45
H (1.2816, 0.3701, 2.3069)  0.30
H (-0.3894, 0.0342, 2.7492)  0.32
H (-0.2197, 1.9855, 0.7889)  0.30

---

Entry from the OMol25 dataset: a single C2H2O2 molecule (ωB97M-V with the def2-TZVPD basis set).

SMILES string: O=CC=O
Energy in eV: -6199.8288
Frontier orbital gap in eV: 10.055
ΔE to the lowest compared entry with this formula, charge and spin in kJ/mol: 21.76
Charge: 0

Each line ends with the Mulliken charge.
Element x y z (Å)
O (1.4126, -0.4269, -0.9242)  -0.40
C (0.7528, 0.1381, -0.0906)  0.12
C (-0.7621, -0.0348, 0.0106)  0.05
O (-1.0990, -0.7713, 0.9023)  -0.38
H (1.2051, 0.6710, 0.7687)  0.28
H (-1.5094, 0.4240, -0.6668)  0.31

---

Entry from the OMol25 dataset: 2 unconnected molecules or ions with the total composition C9H15N2 at a distorted geometry (ωB97M-V with the def2-TZVPD basis set).

Energy in eV: -12543.2545
Frontier orbital gap in eV: 9.195
ΔE to the lowest compared entry with this formula, charge and spin in kJ/mol: 639.89
Charge: +1

Each line ends with the Mulliken charge.
Element x y z (Å)
C (1.6141, -2.2908, 2.6088)  -0.03
C (1.1603, -0.7317, 0.9843)  -0.56
C (0.5701, -1.4247, 2.0048)  0.92
C (0.4597, 2.1522, 0.0059)  -0.89
C (-0.9780, 1.7445, 0.4930)  -0.73
C (-0.0867, 0.8545, -0.2213)  0.18
C (-0.8655, -1.5592, 2.3447)  -1.17
C (0.9666, 0.5761, -2.4493)  -0.89
C (-1.0143, -0.8053, -1.7764)  -0.82
N (2.3871, -2.9696, 3.1144)  -0.33
N (-0.3058, 0.5166, -1.6861)  0.01
H (2.1928, -0.4915, 0.8551)  0.47
H (0.4864, 2.9760, -0.7074)  0.38
H (1.2275, 2.3403, 0.9282)  0.24
H (-1.1601, 1.7999, 1.4946)  0.35
H (-1.8289, 2.1673, -0.0716)  0.24
H (-1.5239, -0.7854, 1.9989)  0.27
H (-1.1458, -1.5774, 3.3711)  0.42
H (-1.1554, -2.5342, 1.8724)  0.27
H (1.2150, 1.6336, -2.2282)  0.36
H (1.5641, -0.2205, -2.2482)  0.35
H (0.6067, 0.5594, -3.5066)  0.40
H (-0.3271, -1.4769, -1.2899)  0.39
H (-1.8783, -0.8065, -1.1844)  0.33
H (-1.1942, -1.0125, -2.7889)  0.34
H (-0.9865, 1.3658, -1.9179)  0.50

---

Entry from the OMol25 dataset: a molecular structure, C34H43As2NO9ReS4SbTe at a distorted geometry (ωB97M-V with the def2-TZVPD basis set).

Energy in eV: -236821.5385
Spin multiplicity: 2
Expectation value of S²: 0.763
Frontier orbital gap (spin up / spin down) in eV: 6.421 / 5.548
ΔE to the lowest compared entry with this formula, charge and spin in kJ/mol: 182.43
Charge: +3

Each line ends with the Mulliken charge.
Element x y z (Å)
Re (2.0577, 0.3447, 2.4829)  0.82
S (5.2531, 3.3650, 1.5434)  -0.27
Sb (4.4412, 2.7762, 3.4712)  0.99
S (4.0421, -0.1076, 2.8639)  -0.28
S (1.5847, 2.3478, 2.7653)  -0.06
S (4.2956, 2.8516, 5.6327)  -0.25
C (-1.6470, 3.5921, 4.3583)  -0.36
O (-1.9214, 2.2370, 4.7602)  -0.39
C (-2.5784, 1.3844, 3.9983)  -0.21
O (-2.8816, 0.2904, 4.3944)  -0.55
C (-2.9372, 1.7313, 2.5622)  -0.05
C (-3.9243, 2.5811, 2.2621)  0.52
As (-4.7430, 2.9964, 0.4789)  0.32
C (-5.8326, 1.3833, 0.3380)  -1.07
C (-2.9030, 2.6166, -0.1236)  -0.20
C (-2.6458, 1.3060, -0.2384)  0.61
As (-1.7618, 0.6286, 1.3893)  1.57
C (-2.5808, -1.1314, 1.5953)  -1.54
C (-3.3312, 0.4583, -1.2855)  0.03
O (-4.1116, 0.9205, -2.0676)  -0.51
O (-2.9101, -0.7945, -1.2485)  -0.13
C (-3.5183, -1.6707, -2.2345)  -0.80
C (-1.9255, 3.6700, 0.3621)  0.34
O (-0.8241, 3.3783, 0.7598)  -0.31
O (-2.4852, 4.8449, 0.3268)  -0.28
C (-1.7414, 5.9612, 0.8856)  -0.59
C (-4.4147, 3.5973, 3.2839)  0.05
O (-3.9541, 4.7020, 3.1792)  -0.46
O (-5.2331, 3.2563, 4.2528)  -0.29
C (-5.9772, 2.0175, 4.2675)  -0.49
H (-0.7521, 3.8750, 4.9041)  0.36
H (-2.4697, 4.2404, 4.6481)  0.37
H (-1.4757, 3.6602, 3.2828)  -0.07
H (-6.7231, 1.6056, 0.9289)  0.43
H (-5.3467, 0.4985, 0.7429)  0.27
H (-6.1279, 1.2454, -0.6981)  0.41
H (-3.6204, -1.1558, 1.2825)  0.47
H (-2.5204, -1.3608, 2.6584)  0.59
H (-2.0047, -1.8454, 1.0094)  0.23
H (-3.0640, -2.6424, -2.0762)  0.25
H (-3.3148, -1.2955, -3.2352)  0.32
H (-4.5934, -1.7110, -2.0778)  0.36
H (-2.3840, 6.8229, 0.7541)  0.28
H (-0.8060, 6.0793, 0.3449)  0.32
H (-1.5627, 5.7720, 1.9412)  0.23
H (-6.0934, 1.7540, 5.3132)  0.28
H (-5.4522, 1.2191, 3.7491)  0.24
H (-6.9558, 2.1982, 3.8270)  0.29
C (0.8160, -3.3425, 2.1754)  -1.59
C (1.0334, -1.8826, 2.0487)  1.01
O (0.7567, -1.1163, 3.0559)  -0.53
N (1.5618, -1.1693, 1.0483)  0.13
Te (2.8402, -2.0569, -0.2666)  0.90
C (1.6781, -3.1752, -1.6009)  0.98
C (0.9932, -2.6093, -2.6848)  0.53
C (0.8549, -1.1280, -2.8727)  -0.54
C (0.4661, -3.4703, -3.6352)  -1.08
C (0.6074, -4.8522, -3.5428)  0.38
C (0.0472, -5.7626, -4.5922)  -1.51
C (1.2952, -5.3767, -2.4504)  -0.96
C (1.8529, -4.5706, -1.4721)  0.56
C (2.6270, -5.2281, -0.3552)  -1.65
C (3.6049, -0.4262, -1.3671)  1.06
C (3.0590, 0.8428, -1.5724)  1.24
C (1.6686, 1.3049, -1.2248)  -1.35
C (3.8598, 1.7707, -2.2372)  -1.13
C (5.1291, 1.4771, -2.7101)  0.43
C (5.9550, 2.5010, -3.4285)  -1.60
C (5.6140, 0.1832, -2.5235)  -1.00
C (4.8797, -0.7809, -1.8601)  0.43
C (5.4565, -2.1700, -1.7186)  -1.96
H (0.3233, -3.5515, 3.1208)  0.50
H (1.7817, -3.8562, 2.1573)  0.46
H (0.2187, -3.7182, 1.3418)  0.36
H (0.6457, -0.6263, -1.9281)  -0.61
H (0.0407, -0.9032, -3.5584)  0.50
H (1.7671, -0.7031, -3.2977)  0.50
H (-0.0552, -3.0496, -4.4875)  0.45
H (-0.4657, -5.2091, -5.3755)  0.38
H (-0.6540, -6.4721, -4.1509)  0.38
H (0.8450, -6.3470, -5.0526)  0.37
H (1.4094, -6.4509, -2.3663)  0.52
H (2.4679, -6.3036, -0.3748)  0.46
H (2.3244, -4.8806, 0.6334)  0.06
H (3.7033, -5.0663, -0.4576)  0.35
H (1.0938, 0.5892, -0.6453)  -0.78
H (1.1192, 1.5086, -2.1469)  0.54
H (1.7100, 2.2392, -0.6656)  0.77
H (3.4512, 2.7609, -2.4085)  0.43
H (5.4466, 3.4611, -3.4868)  0.37
H (6.1754, 2.1700, -4.4442)  0.38
H (6.9119, 2.6450, -2.9250)  0.39
H (6.5893, -0.0809, -2.9152)  0.49
H (6.3471, -2.2714, -2.3353)  0.47
H (4.7643, -2.9458, -2.0675)  0.33
H (5.7591, -2.3942, -0.6916)  0.39

---

Entry from the OMol25 dataset: a molecular structure, C13H12N3O4SV (ωB97M-V with the def2-TZVPD basis set).

Energy in eV: -62861.0056
Spin multiplicity: 3
Expectation value of S²: 2.022
Frontier orbital gap (spin up / spin down) in eV: 6.172 / 6.812
ΔE to the lowest compared entry with this formula, charge and spin in kJ/mol: 0.00
Charge: 0

Each line ends with the Mulliken charge.
Element x y z (Å)
V (-1.0558, 0.3851, 0.6344)  0.72
C (-2.0827, 2.2108, 1.5638)  -0.63
C (-2.3697, 1.0717, 2.3494)  -0.49
C (-1.1637, 0.6056, 2.9175)  -0.47
C (-0.1298, 1.4389, 2.4570)  -0.42
C (-0.7001, 2.4328, 1.6186)  -0.40
H (-2.7989, 2.7892, 1.0027)  0.56
H (-3.3431, 0.6256, 2.4804)  0.41
H (-1.0485, -0.2573, 3.5516)  0.48
H (0.9192, 1.3266, 2.6814)  0.45
H (-0.1650, 3.2223, 1.1176)  0.57
O (5.4666, -1.5578, -0.7194)  -0.70
C (5.1207, -0.3743, -0.8267)  0.45
O (5.7379, 0.6680, -1.0895)  -0.71
C (3.6122, -0.1419, -0.5416)  0.28
C (3.0688, 1.1374, -0.6177)  -0.86
C (1.7313, 1.3259, -0.3477)  -0.16
N (0.9176, 0.3071, -0.0302)  -0.05
C (1.4395, -0.9420, 0.0184)  0.47
C (2.7642, -1.1989, -0.2174)  -0.59
C (0.4064, -2.0218, 0.2925)  0.44
O (0.6770, -3.1937, 0.3310)  -0.64
O (-0.7998, -1.5107, 0.4138)  -0.75
H (3.7308, 1.9515, -0.8842)  0.51
H (1.2773, 2.3075, -0.3850)  0.42
H (3.1650, -2.2034, -0.1724)  0.60
N (-2.4270, -2.1217, -1.6195)  -0.30
C (-2.9981, -0.9858, -1.9499)  0.79
N (-3.7317, -0.9161, -3.0627)  -0.41
S (-2.8941, 0.4501, -0.9905)  -0.48
H (-2.4948, -2.9355, -2.2094)  0.19
H (-1.8100, -2.1431, -0.7882)  0.28
H (-3.8640, -1.7111, -3.6642)  0.20
H (-4.1577, -0.0410, -3.3138)  0.21